Density functional theory data (the ωB97M-V functional and the def2-TZVPD basis) for a 2-piece molecular cluster, C4H9NO2 overall.

2S+1: 1
Kohn-Sham gap (eV): 11.12
Lowest unoccupied orbital energy (eV): 0.85
Energy relative to the best compared isomer or geometry (same formula, charge and spin) (eV): 2.722

Last column: natural (NBO) charge in e.
CARTESIAN COORDINATES (ANGSTROEM)
C1 0.95 1.18 -1.90  -0.4531
N1 -0.39 0.69 -1.94  -0.4780
C2 -1.48 0.28 -1.86  0.2312
O1 -1.71 -0.35 0.82  -0.7584
C3 -0.61 -1.25 0.89  -0.0954
C4 0.47 -0.57 1.73  -0.0833
O2 0.71 0.73 1.23  -0.7359
H1 1.31 1.07 -0.87  0.2685
H2 1.57 0.59 -2.58  0.2240
H3 0.97 2.23 -2.20  0.2265
H4 -2.04 -0.33 -0.10  0.4915
H5 -0.92 -2.20 1.35  0.1716
H6 -0.21 -1.47 -0.11  0.1663
H7 0.15 -0.53 2.78  0.1633
H8 1.41 -1.13 1.68  0.1788
H9 -0.18 1.08 1.09  0.4825

---

Density functional theory data (the ωB97M-V functional and the def2-TZVPD basis) for a 2-piece molecular cluster, C3H13N2O overall.

2S+1: 1
Kohn-Sham gap (eV): 11.54
Charge: +1
Lowest unoccupied orbital energy (eV): -2.79
Energy relative to the best compared isomer or geometry (same formula, charge and spin) (eV): 0.403

Last column: natural (NBO) charge in e.
CARTESIAN COORDINATES (ANGSTROEM)
C1 0.41 0.61 -1.19  -0.2520
N1 -0.72 0.34 -2.07  -0.8708
C2 0.75 -0.68 -0.43  -0.2315
N2 -0.56 -1.29 -0.01  -0.5230
C3 -1.15 -0.69 1.23  -0.4147
H1 1.31 0.96 -1.68  0.2206
H2 0.15 1.39 -0.48  0.2193
H3 -0.43 0.00 -2.98  0.3880
H4 -1.27 1.17 -2.25  0.3974
H5 1.23 -1.40 -1.10  0.2203
H6 1.36 -0.49 0.44  0.2468
H7 -0.46 -2.29 0.12  0.4297
H8 -1.17 -1.03 -0.82  0.4661
H9 -2.11 -1.17 1.41  0.2338
H10 -0.45 -0.84 2.04  0.2361
H11 -1.27 0.37 1.07  0.2298
H12 1.03 2.33 2.28  0.4887
H13 2.09 1.29 2.44  0.4834
O1 1.28 1.43 1.97  -0.9681

---

Density functional theory data (the ωB97M-V functional and the def2-TZVPD basis) for an isolated ion of composition C6H10NO and charge -1.

2S+1: 1
Kohn-Sham gap (eV): 6.91
Charge: -1
Lowest unoccupied orbital energy (eV): 4.14
Energy relative to the best compared isomer or geometry (same formula, charge and spin) (eV): 0.347

Last column: natural (NBO) charge in e.
CARTESIAN COORDINATES (ANGSTROEM)
C1 1.92 -1.36 0.44  -0.0589
N1 2.19 -0.15 0.29  -0.4673
C2 1.18 0.71 -0.17  0.1877
C3 1.25 1.99 0.23  -0.4657
C4 -0.01 0.22 -0.99  -0.5094
C5 -1.35 0.40 -0.17  -0.4037
C6 -1.90 -0.96 0.29  -0.0166
O1 -1.05 -1.69 1.04  -0.9568
H1 2.64 -2.10 0.77  0.1348
H2 0.87 -1.70 0.53  0.2386
H3 0.57 2.78 -0.05  0.1836
H4 2.18 2.35 0.66  0.1857
H5 0.02 0.62 -2.00  0.2033
H6 -0.04 -0.85 -0.90  0.2490
H7 -1.18 1.06 0.66  0.1883
H8 -2.12 0.89 -0.79  0.1650
H9 -2.29 -1.48 -0.64  0.0614
H10 -2.89 -0.73 0.79  0.0811